Record 1
{"formula": "H6OSi2", "method": "the ωB97M-V functional and the def2-TZVPD basis", "species": ["O", "Si", "Si", "H", "H", "H", "H", "H", "H"], "xyz": [[-0.127571, 0.480932, -0.394229], [1.604985, 0.095707, -0.005042], [-1.632490, 0.062737, 0.011938], [1.737204, -1.422860, -0.028477], [2.554631, 0.224047, -1.174656], [1.856314, 0.767256, 1.207030], [-2.298226, 1.196590, 0.811678], [-1.374332, -1.234697, 0.781595], [-2.320518, -0.169716, -1.209839]], "forces_ev_per_a": [[4.28, 0.12, 0.19], [-3.18, -1.66, -2.75], [0.60, -0.19, 1.63], [-0.36, 0.67, 0.75], [-0.54, 0.95, 0.50], [0.53, 0.60, 1.01], [0.31, -0.89, -0.39], [-0.78, 0.62, -0.14], [-0.85, -0.23, -0.80]], "energy_ha": -657.8241, "smiles": "[SiH3]O[SiH3]", "e_homo_ha": -0.392, "lumo_energy_ha": 0.0303, "max_force_ev_per_a": 4.52, "de_lowest_ev": 0.582, "homo_lumo_gap_ev": 11.49}



Record 2
{"formula": "C5H9N2", "method": "the ωB97M-V functional and the def2-TZVPD basis", "species": ["C", "C", "C", "C", "C", "N", "N", "H", "H", "H", "H", "H", "H", "H", "H", "H"], "xyz": [[0.438910, -1.450036, 0.440164], [1.195995, -1.153413, -0.810705], [-1.149795, -0.281381, 0.046304], [-2.146752, 0.702653, -0.252064], [1.219200, 1.071953, 0.491537], [-1.016245, -1.487736, 0.372457], [0.496250, -0.055434, -0.049527], [0.915285, -1.801232, 1.345974], [0.798664, -1.400713, -1.785820], [2.268300, -1.105099, -0.719078], [-3.125147, 0.224044, -0.183724], [-2.008698, 1.115167, -1.253368], [-2.102197, 1.527694, 0.460284], [0.729254, 1.422039, 1.398633], [2.243095, 0.787826, 0.735967], [1.243879, 1.883672, -0.237029]], "forces_ev_per_a": [[0.12, -0.13, 0.05], [-1.77, -0.22, 0.07], [3.03, -1.23, -0.55], [-0.63, 0.67, -0.17], [0.41, 0.64, 0.39], [-0.61, -0.52, -0.04], [-0.62, 0.71, 0.07], [0.06, 0.20, 0.02], [-0.06, -0.01, 0.01], [0.14, 0.13, 0.12], [0.03, 0.02, 0.01], [0.02, -0.08, 0.00], [-0.02, 0.01, 0.04], [-0.02, -0.03, 0.01], [-0.05, -0.03, -0.02], [-0.02, -0.12, 0.00]], "energy_ha": -305.0706, "e_homo_ha": -0.574, "lumo_energy_ha": -0.1352, "max_force_ev_per_a": 3.32, "de_lowest_ev": 4.337, "total_charge": 1, "homo_lumo_gap_ev": 11.95}



Record 3
{"formula": "C4H8N2", "method": "the ωB97M-V functional and the def2-TZVPD basis", "species": ["C", "N", "C", "C", "C", "N", "H", "H", "H", "H", "H", "H", "H", "H"], "xyz": [[1.775633, 0.113850, -0.095950], [1.509343, -1.230989, 0.391492], [0.637721, -0.668435, -0.637542], [-0.590430, 0.189582, -0.438599], [-1.949140, -0.004508, 0.100044], [-0.869784, 0.496625, 0.955064], [2.635684, 0.333227, -0.714281], [1.495921, 0.918609, 0.594195], [1.104620, -1.185606, 1.323209], [0.730836, -1.210731, -1.581243], [-0.495179, 1.016095, -1.146162], [-2.334793, -0.992698, 0.315769], [-2.708595, 0.729197, -0.183930], [-0.941838, 1.495784, 1.117933]], "forces_ev_per_a": [[0.38, 0.16, -0.13], [-0.31, -0.05, 0.19], [-0.10, 0.15, -0.23], [0.28, 0.18, -0.06], [-0.31, -0.25, 0.06], [-0.09, 0.26, 0.13], [0.32, -0.39, 0.19], [0.12, -0.20, -0.42], [-0.15, 0.10, -0.13], [-0.03, 0.40, 0.13], [-0.22, 0.08, 0.22], [0.07, 0.00, 0.21], [0.21, -0.33, -0.15], [-0.19, -0.11, -0.01]], "energy_ha": -266.6242, "smiles": "C1N[C@H]1[C@H]1CN1", "e_homo_ha": -0.340, "lumo_energy_ha": 0.0390, "max_force_ev_per_a": 0.54, "de_lowest_ev": 2.662, "homo_lumo_gap_ev": 10.31}



Record 4
{"formula": "C35H26I2N3NiO4P", "method": "the ωB97M-V functional and the def2-TZVPD basis", "species": ["Ni", "I", "C", "C", "C", "I", "C", "C", "C", "C", "N", "C", "C", "O", "H", "H", "H", "H", "N", "C", "C", "C", "C", "C", "N", "C", "H", "H", "H", "H", "C", "P", "C", "C", "C", "C", "C", "C", "C", "C", "C", "C", "C", "C", "H", "H", "H", "H", "H", "H", "H", "H", "H", "H", "H", "H", "H", "O", "C", "C", "C", "C", "C", "C", "C", "O", "O", "H", "H", "H", "H", "H"], "xyz": [[-19.755154, 1.951843, 1.647257], [-16.662211, 6.010118, 2.021322], [-18.376313, 5.611251, 3.090262], [-18.862002, 6.597796, 3.989056], [-20.056379, 6.475901, 4.572536], [-20.674636, 7.832932, 6.019289], [-20.803335, 5.210077, 4.368726], [-22.087331, 5.016789, 4.886961], [-22.817085, 3.861096, 4.595133], [-22.192805, 2.886689, 3.751628], [-21.056253, 3.104568, 3.196460], [-20.386789, 4.266183, 3.416308], [-19.116354, 4.444427, 2.744997], [-18.789100, 3.626571, 1.812602], [-18.284969, 7.498413, 4.152596], [-22.523737, 5.851410, 5.452523], [-23.788471, 3.674665, 5.027220], [-22.679418, 1.907929, 3.509692], [-14.115409, 2.074324, 4.799139], [-15.165398, 1.686398, 4.535813], [-16.487181, 1.223124, 4.413552], [-17.041209, 0.355949, 5.386251], [-18.380184, -0.067061, 5.233279], [-19.100317, 0.387736, 4.125404], [-18.560555, 1.257887, 3.256267], [-17.353856, 1.661182, 3.371387], [-16.441325, 0.009342, 6.222526], [-18.805879, -0.650207, 6.065525], [-20.054956, -0.043313, 3.897515], [-17.044168, 2.504712, 2.731196], [-17.172892, 2.566696, -0.793537], [-18.248536, 1.248933, -0.127746], [-19.177289, 0.552514, -1.578988], [-20.069651, 1.316811, -2.347211], [-20.940775, 0.684727, -3.245161], [-20.849729, -0.718852, -3.378897], [-19.867938, -1.482352, -2.700501], [-18.980083, -0.820181, -1.851487], [-17.018695, -0.000033, 0.515626], [-17.688207, -0.986700, 1.281246], [-16.938223, -1.900312, 2.030841], [-15.559894, -1.738931, 2.163890], [-14.939548, -0.742993, 1.465680], [-15.655339, 0.113160, 0.624251], [-16.341876, 2.122765, -1.280507], [-16.847668, 3.131051, 0.074747], [-17.714825, 3.299272, -1.437441], [-20.175257, 2.377352, -2.314316], [-21.540879, 1.322348, -3.880492], [-21.534443, -1.264368, -3.966739], [-19.811772, -2.560532, -2.922728], [-18.209999, -1.412787, -1.303748], [-18.735135, -1.062662, 1.212971], [-17.439490, -2.683817, 2.524452], [-14.995327, -2.330014, 2.873456], [-13.876067, -0.547778, 1.577559], [-15.116082, 0.887989, 0.171632], [-23.429778, 2.827276, -0.947160], [-23.755655, 1.497607, -0.860897], [-24.879473, 1.075997, -1.590062], [-25.246986, -0.256005, -1.550614], [-24.505278, -1.245223, -0.806328], [-23.342258, -0.837728, -0.171525], [-23.017501, 0.549357, -0.109852], [-21.720143, 0.954640, 0.560415], [-21.324632, 2.168495, 0.220239], [-21.021336, 0.187587, 1.310750], [-22.523082, 2.797700, -0.557183], [-25.433962, 1.865720, -2.077682], [-26.095873, -0.624517, -2.123793], [-24.766863, -2.295156, -0.890495], [-22.601019, -1.342319, 0.381183]], "forces_ev_per_a": [[-0.34, -0.08, 0.14], [0.37, -0.07, -0.15], [-1.06, -0.94, -0.20], [1.04, 0.04, -0.93], [-1.57, -2.42, 0.66], [-0.02, 0.20, 0.00], [-0.13, 1.85, -0.54], [-1.40, -0.60, 0.11], [1.32, 0.27, -0.06], [-2.07, -0.35, 0.88], [1.78, 0.01, -1.35], [1.02, 0.11, 1.07], [0.09, 1.47, -0.05], [0.64, 0.29, -0.22], [0.17, -0.09, -0.04], [0.07, -0.69, -0.01], [-0.07, 0.07, -0.10], [0.32, 0.97, 0.33], [0.02, -0.08, -0.29], [0.90, 0.46, 0.48], [-2.29, -1.05, 0.04], [-0.29, 0.38, -1.07], [0.65, 0.65, 0.41], [1.26, -0.73, 0.85], [-2.76, -1.17, -0.41], [3.10, 1.52, 1.10], [-0.08, 0.13, -0.11], [-0.03, 0.09, -0.90], [-0.55, 0.30, -0.14], [-0.04, -0.71, 0.03], [-1.25, 0.79, 0.39], [0.28, 0.21, -0.64], [1.21, -0.57, 0.13], [-0.43, -1.17, -0.29], [1.46, -1.02, 0.30], [0.82, 0.48, 1.03], [-0.47, 0.89, -0.77], [-0.47, -0.37, 0.59], [-2.12, 0.06, 0.50], [2.44, -0.60, -0.36], [-0.18, 1.25, -0.68], [-0.39, -0.24, 0.36], [0.57, 0.79, -0.44], [-0.10, -0.71, 0.70], [0.75, -0.21, -0.74], [0.22, 0.17, 0.13], [0.33, -0.79, 0.36], [0.28, 0.62, 0.60], [-0.39, -0.33, 0.09], [-0.72, -0.31, -0.84], [0.09, 0.66, 0.34], [-0.69, 0.69, -0.51], [-1.26, -0.13, 0.08], [-0.50, -0.80, 0.68], [-0.03, -0.23, -0.16], [-0.11, -0.19, 0.04], [0.57, 1.03, -0.82], [-0.26, -1.66, 0.08], [0.00, 0.42, -0.02], [0.20, -0.35, 0.79], [0.50, -1.08, 0.57], [0.39, 0.92, -0.95], [-0.91, 2.58, 0.01], [0.57, -0.25, -0.43], [-0.18, 0.73, -1.26], [0.32, -2.14, 1.81], [-0.88, 1.78, -0.74], [0.23, 0.73, 0.18], [-0.12, -0.25, -0.30], [0.03, 0.27, 0.13], [-0.08, 0.18, 0.11], [0.26, -1.64, 0.41]], "energy_ha": -4259.6933, "e_homo_ha": [-0.274, -0.273], "spin_multiplicity": 3, "lumo_energy_ha": [-0.0230, -0.0229], "max_force_ev_per_a": 3.62, "homo_lumo_gap_ev": [6.82, 6.80]}



Record 5
{"formula": "CH6SSi", "method": "the ωB97M-V functional and the def2-TZVPD basis", "species": ["C", "Si", "S", "H", "H", "H", "H", "H", "H"], "xyz": [[0.838889, 0.432414, 0.184052], [-0.630881, -0.789592, -0.109851], [-2.507439, 0.160254, 0.193781], [1.616353, -0.060181, 0.799542], [1.153183, 1.110218, -0.655679], [0.592464, 1.296113, 0.919176], [-0.745035, -1.919919, 1.058296], [-0.592482, -1.479371, -1.271893], [-2.345237, 1.033703, -0.940669]], "forces_ev_per_a": [[-0.69, 1.80, 1.38], [0.42, 0.80, 4.43], [-0.01, 1.39, -1.78], [0.18, 0.08, -1.10], [0.23, -1.45, 0.33], [-0.49, -1.57, -0.84], [0.41, 1.41, -1.32], [0.25, -1.30, -2.69], [-0.30, -1.16, 1.59]], "energy_ha": -729.3596, "smiles": "C[SiH2]S", "e_homo_ha": -0.351, "lumo_energy_ha": 0.0272, "max_force_ev_per_a": 4.52, "de_lowest_ev": 0.465, "homo_lumo_gap_ev": 10.30}



Record 6
{"formula": "C4H6N4", "method": "the ωB97M-V functional and the def2-TZVPD basis", "species": ["C", "C", "C", "C", "H", "H", "H", "H", "H", "H", "N", "N", "N", "N"], "xyz": [[0.077619, -0.710955, -0.493422], [-1.337787, -0.814445, -0.783386], [-1.902136, -0.023059, 0.110684], [1.195132, 1.067822, 0.773520], [1.116059, -1.655623, -1.748662], [1.972842, -1.120576, -0.492404], [-1.961920, -1.416949, -1.534642], [-3.030797, -0.107595, 0.340449], [1.957594, 0.388174, 0.324634], [0.409006, 2.582711, 1.413941], [1.109724, -0.962260, -1.089031], [-1.093593, 0.419822, 1.201346], [0.148510, 0.072456, 0.712369], [1.339748, 2.280478, 1.264603]], "forces_ev_per_a": [[-9.81, 3.52, 5.48], [2.91, -2.29, -3.20], [-3.02, 1.44, 7.59], [1.35, -0.54, 0.67], [-0.31, -1.73, -2.31], [-1.42, 0.40, -1.12], [1.69, 1.03, 1.05], [1.88, 0.78, -0.56], [0.97, 2.29, 0.75], [-1.44, 0.66, 1.00], [9.98, -2.07, -1.90], [-2.17, -0.56, -4.29], [-0.73, 1.32, -0.70], [0.12, -4.25, -2.45]], "energy_ha": -374.9097, "smiles": "[H]/N=C\\n1nccc1N", "e_homo_ha": -0.295, "lumo_energy_ha": 0.0171, "max_force_ev_per_a": 11.77, "de_lowest_ev": 4.126, "homo_lumo_gap_ev": 8.48}